3 unconnected molecules or ions with the total composition C3H5ClF4N2 at a distorted geometry. Source: OMol25; level of theory: ωB97M-V/def2-TZVPD.

Element x y z (Å)
C: -0.250 -2.187 -0.398
C: -1.065 -1.006 -0.669
C: 0.753 1.208 0.516
N: 0.914 1.906 -0.483
N: -0.027 1.718 1.674
F: 1.703 1.383 -1.494
F: -0.647 0.905 -1.849
F: -1.209 2.330 1.325
F: 0.691 2.754 2.223
Cl: 1.726 -0.107 1.155
H: -0.367 -3.112 -0.923
H: 0.817 -2.184 -0.655
H: -0.057 -2.248 0.743
H: -1.924 -1.093 -1.315
H: -1.059 -0.268 0.151

The total energy is -29553.53571 eV. Its HOMO-LUMO gap (spin up / spin down) is 0.3131 / 0.3132 hartree.

natural (NBO) population analysis, charges in e, atoms 1 to 4: atom 1 (C): -0.795, atom 2 (C): 0.141, atom 3 (C): 0.211, atom 4 (N): 0.092



2 unconnected molecules or ions with the total composition C3H5ClINO at a distorted geometry. Source: OMol25; level of theory: ωB97M-V/def2-TZVPD.

Element x y z (Å)
C: -0.945 -0.441 -0.540
C: 1.601 -0.160 0.762
C: -0.781 0.121 0.667
N: -0.836 0.379 -1.667
O: 1.718 0.081 -0.428
Cl: -1.398 -0.829 1.996
I: -0.742 2.182 0.921
H: -1.160 -1.579 -0.485
H: 1.722 0.568 1.605
H: 1.713 -1.261 1.262
H: -0.797 0.005 -2.654
H: -0.095 0.932 -1.439

The energy relative to the best compared isomer or geometry (same formula, charge and spin) is 28.94 kJ/mol. Its spin multiplicity is 3. The total energy is -27347.13465 eV. Its HOMO-LUMO gap (spin up / spin down) is 0.2228 / 0.2620 hartree.

natural (NBO) population analysis, charges in e, atoms 1 to 4: atom 1 (C): -0.185, atom 2 (C): 0.193, atom 3 (C): -0.210, atom 4 (N): -0.711



A gas-phase ion, C3H5ClN (charge +1) at a distorted geometry. Source: OMol25; level of theory: ωB97M-V/def2-TZVPD.

Element x y z (Å)
C: 0.951 1.928 -0.028
C: -0.150 1.083 -0.086
C: -1.211 0.148 0.120
N: -1.023 -1.297 -0.020
Cl: -2.927 0.563 0.036
H: 1.161 2.420 0.926
H: 1.312 2.375 -0.969
H: -0.822 -1.542 -0.979
H: -0.093 -1.540 0.286
H: -1.734 -1.918 0.516

As for the SMILES: C=C=C([NH3+])Cl. As for the net charge: +1. The energy relative to the best compared isomer or geometry (same formula, charge and spin) is 45.55 kJ/mol. The total energy is -17194.34639 eV. Its HOMO-LUMO gap is 0.3660 hartree.

natural (NBO) population analysis, charges in e, atoms 1 to 4: atom 1 (C): -0.345, atom 2 (C): 0.075, atom 3 (C): -0.046, atom 4 (N): -0.706



C3H5ClN2 in the gas phase at a distorted geometry. Source: OMol25; level of theory: ωB97M-V/def2-TZVPD.

Element x y z (Å)
N: -1.597 -1.642 0.491
N: -0.995 -0.475 0.186
C: 0.283 -0.534 -0.137
C: 1.129 0.613 -0.418
C: 0.837 1.911 -0.426
Cl: -0.688 2.608 0.102
H: -1.004 -2.448 0.725
H: -2.418 -1.558 1.054
H: 0.747 -1.525 -0.194
H: 2.145 0.375 -0.742
H: 1.560 2.675 -0.641

As for the SMILES: N/N=C/C=C\Cl. The energy relative to the best compared isomer or geometry (same formula, charge and spin) is 125.12 kJ/mol. The total energy is -18692.81509 eV. Its HOMO-LUMO gap is 0.3241 hartree.

natural (NBO) population analysis, charges in e, atoms 1 to 4: atom 1 (N): -0.618, atom 2 (N): -0.170, atom 3 (C): -0.062, atom 4 (C): -0.274



2 unconnected molecules or ions with the total composition C3H5ClN2 at a distorted geometry. Source: OMol25; level of theory: ωB97M-V/def2-TZVPD.

Element x y z (Å)
C: -1.360 -1.384 0.265
C: -0.041 -1.463 0.071
Cl: 0.896 -1.634 1.502
C: 0.691 -1.416 -1.119
N: 1.196 -1.197 -2.115
H: -2.147 -1.442 -0.566
H: -1.830 -1.270 1.205
N: 0.517 2.188 0.389
H: 1.224 2.877 0.761
H: 1.027 1.935 -0.446
H: -0.174 2.806 0.053

As for the SMILES: C=C(Cl)C#N.N. The energy relative to the best compared isomer or geometry (same formula, charge and spin) is 91.25 kJ/mol. The total energy is -18693.16613 eV. Its HOMO-LUMO gap is 0.3731 hartree.

natural (NBO) population analysis, charges in e, atoms 1 to 4: atom 1 (C): -0.293, atom 2 (C): -0.170, atom 3 (Cl): 0.045, atom 4 (C): 0.236



C3H5ClN2O2 in the gas phase at a distorted geometry. Source: OMol25; level of theory: ωB97M-V/def2-TZVPD.

Element x y z (Å)
N: 2.013 0.226 -0.215
C: 0.756 0.136 0.486
O: 0.319 -1.391 0.315
N: -1.047 -1.303 -0.119
O: -1.622 -2.365 -0.230
C: -1.518 -0.112 -0.199
C: -0.470 0.925 -0.011
Cl: -0.967 2.067 1.276
H: 2.479 -0.587 -0.111
H: 1.897 0.384 -1.176
H: 0.935 0.323 1.528
H: -2.387 -0.002 -0.846
H: -0.389 1.699 -0.698

As for the SMILES: N[C@@H]1O[N+]([O-])=C[C@H]1Cl. The energy relative to the best compared isomer or geometry (same formula, charge and spin) is 496.27 kJ/mol. The total energy is -22785.48878 eV. Its HOMO-LUMO gap is 0.3662 hartree.

natural (NBO) population analysis, charges in e, atoms 1 to 4: atom 1 (N): -0.800, atom 2 (C): 0.226, atom 3 (O): -0.387, atom 4 (N): 0.406



Q: What is the total energy in the sixth record?
A: -22785.48878 eV



Q: Which of these has the lowest total energy?
A: C3H5ClF4N2



Q: Which value of total energy does entry 5 give?
A: -18693.16613 eV